Record 1
ORCA calculation (ωB97M-V/def2-TZVPD) on a 13-piece molecular cluster, H26O13 overall.

Its HOMO energy is -8.78 eV. The calculation puts the total energy at -993.5220 hartree. The LUMO energy comes out at -0.750 eV. Its HOMO-LUMO gap is 8.028 eV.

Structure (XYZ):
```
39
Properties=species:S:1:pos:R:3:forces:R:3
O -0.90667 1.16436 2.45595 0.8095 -2.6065 0.9619
H -1.19140 2.03063 2.36756 -1.4321 2.6724 0.5035
H -0.83049 0.87827 3.38313 -0.0655 0.8914 -0.2804
O -0.95884 -3.36934 -1.92621 0.2732 -0.9008 0.7266
H -0.81194 -3.42603 -0.96311 -0.1294 -0.0116 -0.9383
H -0.27083 -2.70874 -2.32701 -1.5366 -1.2022 1.0018
O 0.38173 -0.16612 -0.46198 0.6765 -3.7655 -1.9762
H 0.46918 0.67413 -0.12379 0.8125 2.8293 1.4098
H -0.14796 -0.76223 0.14055 0.5091 1.4344 -0.6517
O -1.29029 -0.86752 1.05250 -0.8259 -2.4627 2.3014
H -1.30924 -1.86257 1.24177 -0.1380 1.2491 -0.6273
H -1.12253 -0.41931 1.90935 -0.1773 -0.3606 -1.0541
O 1.86525 -2.36062 1.82294 0.8151 -5.7168 3.4020
H 2.56671 -3.18229 1.95606 -2.5581 3.6873 -0.9391
H 2.13966 -1.76056 1.20145 1.5790 2.0781 -2.5791
O -0.66130 -3.52403 0.95820 -2.1619 6.4535 -11.1445
H -1.08330 -4.01701 1.43054 -6.7971 -9.0439 8.7937
H 0.11303 -3.25511 1.14249 9.1227 2.4499 2.8884
O -3.74705 -0.23842 0.20363 -0.6288 0.4598 -0.0186
H -4.24079 -0.64190 0.92726 0.2776 0.0230 -0.1301
H -2.80608 -0.28457 0.42599 -0.3045 -0.5375 0.0591
O 2.91134 3.07305 -1.16824 2.6291 2.1880 -0.7881
H 2.70192 2.19788 -1.05832 0.2599 -4.0874 0.1092
H 2.06635 3.35103 -0.95370 -2.8386 2.2530 0.6757
O 2.89925 0.43289 -1.86768 -1.1034 -2.9813 1.7605
H 2.98128 -0.50091 -1.48483 -1.0642 1.8250 -0.4379
H 3.74544 0.42259 -2.24157 2.1696 0.9480 -1.4176
O -0.18085 3.91980 -0.95215 2.0657 4.7381 -0.2754
H -0.52231 4.43659 -1.70509 0.6231 0.3319 0.5177
H -0.63754 3.17353 -1.11295 -2.4647 -4.7468 -0.2093
O -1.78672 1.78907 -0.69721 -1.3829 -0.3534 3.3690
H -2.46848 1.99314 0.02289 0.1898 0.4799 -2.1804
H -1.37872 1.17185 -0.05513 0.7650 -0.3908 -1.4546
O 1.31827 2.11347 1.13032 -3.3682 -0.2715 2.0359
H 0.31344 2.02455 1.57818 4.8701 0.1753 -1.6342
H 1.94533 1.94824 1.86859 -0.7217 0.1440 -0.6658
O 0.12898 -1.51386 -2.78037 -0.2364 4.1639 -1.7835
H -0.64664 -1.04344 -3.30639 2.5414 -1.3655 2.0103
H 0.45280 -0.89051 -2.03360 -1.0535 -0.6706 -1.3407
```
Forces are in eV/Å.

=====

Record 2
ORCA calculation (ωB97M-V/def2-TZVPD) on a 10-piece molecular cluster, C48H125N9O15 overall.

Its SMILES is COC[C@H](C)N.COC[C@H](C)N.COC[C@H](C)N.COC[C@H](C)N.COCCNCCOC.COCCNCCOC.COCCNCCOC.COCCNCCOC.COCCNCCOC.CCO. Its HOMO energy is -8.44 eV. The calculation puts the total energy at -3524.8923 hartree. The LUMO energy comes out at 0.571 eV. Its HOMO-LUMO gap is 9.015 eV.

Structure (XYZ):
```
197
Properties=species:S:1:pos:R:3:forces:R:3
C -2.11262 -0.78735 -3.81510 -0.2824 -0.8326 0.8358
O -1.79142 0.21776 -4.73469 -0.3866 0.1158 0.1384
C -2.82761 0.41635 -5.67455 -0.0796 0.5225 -0.3278
C -2.71213 1.79490 -6.33213 0.1152 -0.0457 -0.7858
C -2.69152 2.91421 -5.30155 0.0357 0.1338 -0.5903
N -3.80913 1.99854 -7.29065 -0.0143 0.0128 0.6315
H -2.41136 -1.73420 -4.28383 0.3184 0.0039 -0.2867
H -2.95464 -0.56540 -3.14378 0.0973 0.6560 -0.3552
H -1.27265 -0.97274 -3.14335 0.1803 0.0731 -0.2874
H -2.80571 -0.38822 -6.42083 0.0167 0.0262 -0.1030
H -3.83695 0.40585 -5.23747 0.1355 -0.2298 0.4642
H -1.82135 1.82038 -6.96920 0.2601 0.0684 0.3862
H -2.86647 3.88742 -5.76077 0.1833 -0.0529 -0.3175
H -1.71942 2.93630 -4.80969 -0.1746 0.0329 0.1485
H -3.47712 2.81410 -4.54712 0.5679 -0.0716 -1.3023
H -4.67539 1.93007 -6.75966 -0.1496 -0.0493 -0.4284
H -3.78234 1.26675 -7.99181 -0.2531 -0.0049 0.0307
C 3.30946 -6.21098 -5.19213 0.3487 0.2451 -0.1157
O 1.94302 -6.07725 -4.88015 -0.0989 -0.1896 -0.1049
C 1.72462 -5.17939 -3.81399 -0.3648 0.5420 -0.3404
C 0.24649 -4.81771 -3.71099 -0.1575 -0.8495 0.0456
C 0.04712 -3.98151 -2.45411 -0.2896 0.1577 -0.5324
N -0.58516 -6.05984 -3.61381 1.1747 0.2534 0.5352
H 3.52653 -7.14734 -5.70425 -0.4179 -0.1354 0.0614
H 3.92421 -6.17940 -4.28724 0.0408 0.0166 0.0260
H 3.62438 -5.40911 -5.86763 0.0728 0.1363 0.1265
H 2.06205 -5.65138 -2.88345 0.1001 0.1333 0.1318
H 2.23503 -4.22129 -3.98412 0.4534 -0.1874 0.0930
H -0.03000 -4.27989 -4.62230 -0.0933 0.0275 0.0816
H 0.48198 -2.98461 -2.54166 0.3771 -0.1587 0.0596
H 0.49269 -4.54112 -1.62739 -0.0761 0.2940 0.2505
H -1.00964 -3.79311 -2.25716 -0.0572 -0.2964 0.0595
H -0.04968 -6.76017 -4.13209 -0.4524 0.0547 -0.3840
H -0.37809 -6.36673 -2.65638 -0.5748 -0.0629 -0.0334
C 3.22094 -1.03704 -3.08196 -0.2120 -0.6687 1.0892
O 3.21265 -0.87282 -4.46134 0.2934 0.7729 -0.1739
C 2.04457 -1.37284 -5.10090 0.4923 0.2808 0.5020
C 1.67170 -0.40862 -6.21020 -0.2771 0.3932 -0.2598
C 1.50736 1.03732 -5.73987 0.0279 0.2845 0.5914
N 0.48028 -0.89920 -6.91689 0.6391 -0.1309 -0.0848
H 2.38303 -0.58154 -2.53718 -0.3504 -0.0310 -0.5148
H 4.07434 -0.59127 -2.56839 0.4444 -0.0156 -0.7315
H 3.21385 -2.11363 -2.85433 0.0265 0.0133 0.2983
H 2.28763 -2.37137 -5.47576 -0.3451 -0.0101 -0.2301
H 1.24943 -1.45243 -4.34799 -0.2334 0.0019 -0.1932
H 2.49873 -0.38100 -6.92470 0.0067 -0.3295 -0.0684
H 0.74877 1.13732 -4.95716 -0.0024 -0.1983 0.0557
H 1.17942 1.70474 -6.54019 0.0503 -0.2356 -0.2366
H 2.44138 1.44970 -5.35307 0.0004 -0.1195 0.0323
H 0.40137 -0.29615 -7.72707 -0.4812 -0.1706 -0.0703
H -0.33851 -0.77757 -6.33131 -0.0384 0.2096 -0.0116
C -5.52725 2.66606 5.61541 0.4297 -0.6011 0.0456
O -5.05430 2.20761 4.37126 -0.5560 0.2299 -0.8038
C -4.10785 3.01918 3.69375 0.4964 -0.8557 0.8706
C -3.96915 2.54031 2.25810 0.1425 -0.1053 -0.5168
C -3.33861 1.14814 2.23401 -1.0453 -0.8761 0.9233
N -3.17831 3.50699 1.49054 0.7535 -0.1498 0.2320
H -6.48788 2.16519 5.73209 -0.0790 0.3021 0.2786
H -5.61355 3.75340 5.69472 -0.1475 0.0052 -0.2313
H -4.85342 2.32109 6.41103 -0.0680 0.1292 0.0836
H -4.35315 4.07806 3.81059 0.0214 0.0589 -0.2824
H -3.14675 2.78433 4.17980 0.2152 0.6809 -0.0450
H -4.96703 2.48556 1.80453 -0.0076 -0.0349 0.1215
H -2.27090 1.10368 2.45037 0.0821 0.3864 -0.1614
H -3.57050 0.55630 1.34811 0.2379 0.3903 -0.2811
H -3.82522 0.58543 3.04348 0.1403 -0.0768 -0.0562
H -2.85140 3.04172 0.64247 -0.2939 0.0126 -0.2284
H -2.28715 3.60638 1.98814 -0.2248 0.3159 0.1039
C -4.07709 -1.59087 -0.83555 -0.5111 -0.3813 0.0780
O -2.88217 -2.25812 -0.51767 -0.0801 -0.3629 -0.2492
C -2.78316 -2.65287 0.82279 1.1376 0.3098 1.3391
C -1.73081 -3.76143 0.97295 -0.9721 0.1019 0.7200
N -1.24688 -3.88073 2.34857 0.6977 0.3211 0.0415
C -0.14188 -4.83641 2.38046 0.2179 -0.1970 -0.3272
C 0.21507 -5.32435 3.76085 -0.8455 0.5265 1.0582
O -0.46544 -6.54696 4.02117 0.3779 -0.0862 -0.1137
C -0.31609 -6.93910 5.36376 0.1002 -0.0085 0.1067
H -4.93517 -2.24729 -0.63674 -0.0128 0.1011 0.0787
H -4.07966 -1.38953 -1.90590 0.0584 0.1010 0.2097
H -4.20740 -0.66841 -0.26103 0.0795 0.0547 -0.1218
H -3.71135 -2.92200 1.33969 -0.3899 -0.2927 -0.6708
H -2.41581 -1.82372 1.44259 0.0352 0.2503 -0.1540
H -0.86812 -3.49486 0.36447 -0.0491 -0.1962 -0.2403
H -2.17771 -4.72127 0.69256 0.2304 -0.0353 -0.6583
H -1.94183 -4.13336 3.03877 -0.2876 -0.1334 -0.2991
H 0.72773 -4.37205 1.90642 0.0247 0.0450 0.0452
H -0.37392 -5.72749 1.77793 0.0348 -0.0698 0.0051
H -0.16471 -4.60543 4.50546 -0.0041 0.2604 -0.1237
H 1.28351 -5.36836 3.98977 0.1320 -0.4394 -0.4980
H -0.78709 -6.22633 6.04845 -0.1448 0.0528 -0.0084
H 0.73593 -7.00873 5.66055 0.1229 -0.0257 -0.1241
H -0.76767 -7.91912 5.49102 -0.1033 -0.0017 -0.0598
C 0.41620 3.22360 2.36686 0.5175 -1.5216 -0.1024
O -0.54105 4.17291 2.76038 0.9425 0.1838 -0.5036
C 0.01974 5.47728 2.83191 -0.6885 0.7013 0.8351
C -1.12149 6.48169 2.78399 0.3327 0.2280 -0.4940
N -1.76900 6.49872 1.47188 0.6288 -0.5916 0.2603
C -2.81795 7.49081 1.31430 -0.2571 -0.1974 0.1087
C -2.29650 8.93566 1.25550 -0.2806 -1.0757 -0.3460
O -2.35637 9.45747 2.55764 0.1260 0.2322 0.1439
C -1.72909 10.70551 2.69983 -0.2458 0.3018 0.3428
H 1.19249 2.96745 3.10041 -0.2723 0.4443 0.4979
H 1.00711 3.43343 1.46795 -0.4749 0.5825 -0.2085
H -0.08412 2.27235 2.18079 -0.1815 0.1022 -0.0312
H 0.77210 5.66914 2.06448 -0.1491 -0.1984 -0.2295
H 0.48137 5.62774 3.81736 0.2674 -0.2622 -0.0649
H -0.70354 7.47058 2.98566 -0.0954 -0.0134 0.1470
H -1.80684 6.20954 3.60034 -0.1365 0.2136 0.0374
H -2.16701 5.56602 1.40178 -0.2777 0.2201 -0.5273
H -3.54748 7.36336 2.12691 -0.0953 0.5632 0.1138
H -3.38349 7.26117 0.40957 0.2446 -0.0393 -0.1635
H -2.88485 9.50137 0.52283 -0.2429 0.2941 0.3250
H -1.28165 8.92060 0.83835 0.1845 -0.0048 0.2951
H -2.21117 11.46786 2.07650 0.2301 -0.0546 -0.2488
H -0.65159 10.64883 2.51441 -0.0238 0.0455 -0.2401
H -1.87027 11.03924 3.72925 0.0146 -0.1930 0.0285
C -8.28425 5.93158 2.35084 0.4144 -0.3906 0.2440
O -8.07580 5.30928 1.09608 -0.1261 0.2815 0.3513
C -6.69291 5.27983 0.77886 -0.2658 0.4125 -0.7664
C -6.52030 4.25504 -0.32239 0.5135 -0.2601 1.3492
N -5.13204 4.15422 -0.74280 0.0034 -0.7312 -0.9027
C -5.00345 3.03746 -1.69707 1.2494 1.2314 -0.4488
C -3.66462 3.08175 -2.44316 -0.3481 -1.3333 1.6344
O -2.66884 2.52642 -1.56794 -0.1265 0.4069 0.2081
C -1.36621 2.69428 -2.08127 0.1655 -0.2624 -0.3613
H -9.32279 6.20149 2.52747 -0.1166 -0.1123 -0.4421
H -7.66782 6.82867 2.45657 -0.0213 0.0912 -0.0291
H -7.99289 5.21738 3.12970 0.0406 0.1502 0.2022
H -6.06700 5.04111 1.64491 -0.0546 -0.0905 0.0997
H -6.40237 6.26402 0.39057 0.1822 0.0739 0.2103
H -7.16894 4.53081 -1.15229 0.0375 -0.1804 -0.1235
H -6.84641 3.31261 0.14433 -0.3762 -0.1423 -0.4149
H -4.48189 3.97114 0.02685 -0.5142 0.4474 0.0037
H -5.75954 3.16128 -2.47473 -0.2982 -0.2394 0.2100
H -5.02583 2.04174 -1.24130 -0.4993 -0.1056 0.0750
H -3.36700 4.09429 -2.71823 -0.1612 0.0335 -0.3161
H -3.73903 2.38244 -3.28374 -0.1581 0.3393 0.8103
H -1.22062 2.09129 -2.98972 -0.0100 0.0188 0.1794
H -0.64725 2.35292 -1.33577 -0.0799 0.1186 0.1021
H -1.18086 3.74217 -2.34543 0.0924 0.0033 0.1515
C 6.53665 -1.41124 4.74205 -0.0109 0.0736 -0.1459
O 7.11298 -1.55410 3.45771 -0.1466 -0.3352 0.3085
C 8.19590 -2.45877 3.43736 0.1003 -0.4967 -0.0714
C 8.34277 -3.00339 2.02130 -0.0704 0.2236 0.2611
N 7.19902 -3.77332 1.54485 -0.0183 -0.3981 0.3409
C 7.10435 -3.75916 0.09056 -0.6249 0.9588 -0.1364
C 5.82290 -4.40754 -0.39334 0.8458 -0.5678 -0.3255
O 4.68574 -3.66149 -0.04560 -0.2604 -0.1449 0.5171
C 3.49306 -4.41319 -0.26429 0.6105 0.1313 -0.5283
H 7.27525 -1.03958 5.45637 -0.1162 0.2214 0.0595
H 6.12557 -2.34755 5.13803 0.2304 -0.1490 -0.1240
H 5.69448 -0.73237 4.61767 0.1611 0.2370 0.2186
H 8.05676 -3.26141 4.17418 -0.3350 -0.1509 -0.1872
H 9.12805 -1.97789 3.75941 -0.0089 0.2291 -0.2461
H 9.22917 -3.64053 2.01138 0.1204 0.1140 -0.2123
H 8.48648 -2.13248 1.36820 0.3231 0.0243 -0.0356
H 6.34562 -3.35221 1.90156 0.0552 0.0841 -0.0200
H 7.93156 -4.25912 -0.41495 0.1693 -0.1191 0.3436
H 7.12173 -2.70369 -0.22534 0.0601 -0.0908 -0.4123
H 5.86047 -5.42914 0.01213 -0.6380 0.0498 0.3562
H 5.84954 -4.56455 -1.47821 0.0664 0.2931 -0.1446
H 3.56812 -5.35263 0.28699 -0.3491 -0.0206 0.0343
H 3.40944 -4.60795 -1.33972 -0.0928 -0.1913 0.0354
H 2.62977 -3.81842 0.02687 0.0623 -0.0237 0.2224
C 3.89216 1.67421 0.34086 -0.2929 0.0831 -0.4174
O 5.02462 0.84158 0.32057 0.3885 -0.2994 0.0378
C 4.74758 -0.53458 0.51684 0.7066 0.2813 0.0254
C 4.28201 -0.85959 1.95087 0.2537 -0.1271 -0.3573
N 3.17753 -1.81150 1.89085 -0.2908 -0.2809 0.3939
C 2.63084 -2.25054 3.18685 0.5162 0.2818 0.0821
C 3.53115 -3.28400 3.85397 -0.4491 0.3595 -0.3075
O 3.45076 -4.46019 3.07367 0.4273 -0.0241 -0.2669
C 4.44980 -5.39919 3.41924 -0.2601 -0.3358 0.5024
H 3.09349 1.30504 -0.31402 0.0448 -0.1570 0.0586
H 4.20355 2.63922 -0.05894 0.0671 0.0522 0.2485
H 3.46063 1.78269 1.34007 0.0479 0.0905 -0.0079
H 5.68305 -1.07734 0.36781 0.2132 0.3460 -0.0540
H 4.13635 -0.90811 -0.31132 -0.7318 -0.0063 0.4437
H 3.99821 0.04903 2.48580 -0.3009 0.0187 -0.1595
H 5.16506 -1.24515 2.47205 -0.1964 -0.0380 0.0461
H 3.55790 -2.63985 1.44322 -0.2056 0.0305 -0.1994
H 1.62330 -2.64250 3.03783 0.0162 -0.0851 0.0189
H 2.54495 -1.37817 3.83925 -0.0577 0.0348 -0.0087
H 3.22611 -3.48088 4.88872 -0.0123 -0.0593 0.0553
H 4.54642 -2.86952 3.86315 0.0606 -0.2920 0.0013
H 4.32089 -5.66390 4.47677 0.2364 -0.0371 0.0354
H 5.47031 -5.04634 3.24916 -0.0493 0.2042 -0.0398
H 4.30773 -6.31646 2.84830 -0.1474 0.1483 -0.1773
C 0.40401 -0.95455 -0.61573 -1.3091 0.0977 -0.8487
C 0.11637 -0.37743 0.75046 0.2732 -0.0442 -0.1761
O 1.30829 0.17168 1.26564 0.0137 0.3208 0.6980
H 1.30169 -1.57109 -0.58484 -0.1198 -0.1985 -0.0435
H 0.49327 -0.22687 -1.42898 0.4865 0.4254 0.4071
H -0.48469 -1.49518 -0.96586 0.2710 -0.5314 0.2695
H -0.33215 -1.16361 1.37521 0.4078 -0.0318 0.2275
H -0.63476 0.41732 0.74932 0.0716 0.0764 -0.3092
H 1.97137 -0.54622 1.39251 -0.3652 -0.0681 -0.1792
```
Forces are in eV/Å.

=====

ΔE to the lowest compared entry with this formula, charge and spin list, top to bottom, in kJ/mol: 659.74; 96.46